Entry 1:
14
Properties=species:S:1:pos:R:3:forces:R:3:nbo_charge:R:1 method="wB97M-V/def2-TZVPD" energy_ha=-303.870183 smiles="CNC(=O)NC" spin_multiplicity=1 total_charge=0
C -0.093782 -2.333048 -0.083889 -0.065 -0.205 -0.135 -0.411
N 0.375348 -1.133466 0.597739 -0.050 0.000 0.161 -0.701
C -0.372656 0.043560 0.251648 -0.055 0.102 -0.061 0.778
O -1.576022 0.079774 0.075524 0.421 -0.009 -0.045 -0.629
N 0.473017 1.098814 0.122641 0.010 -0.160 -0.005 -0.613
C 0.072259 2.397478 -0.367274 -0.081 0.148 -0.016 -0.421
H -1.130184 -2.605403 0.143437 0.099 0.046 0.001 0.192
H 0.572466 -3.161503 0.172194 -0.140 0.096 -0.005 0.199
H -0.012625 -2.165233 -1.161440 -0.049 -0.074 0.110 0.197
H 0.363241 -1.258485 1.605874 0.031 0.067 -0.124 0.379
H 1.447044 0.841226 0.122247 -0.092 0.106 0.018 0.404
H 0.509529 3.187234 0.251254 -0.106 -0.077 -0.096 0.198
H 0.388648 2.547791 -1.407751 -0.077 -0.030 0.180 0.193
H -1.016284 2.461260 -0.322204 0.154 -0.010 0.017 0.236


Entry 2:
52
Properties=species:S:1:pos:R:3:forces:R:3:nbo_charge:R:1 method="wB97M-V/def2-TZVPD" energy_ha=-2893.965470 spin_multiplicity=1 total_charge=0
Ag 11.642307 11.136910 6.331260 -0.294 -0.248 -0.238 0.899
C 13.878032 9.191850 9.734964 -0.696 0.542 -0.671 0.721
F 15.033905 9.822196 9.831873 0.449 -0.321 -0.081 -0.298
F 13.893151 8.253665 8.791079 0.785 -0.292 -0.478 -0.321
F 13.594002 8.601831 10.856272 -0.213 -0.467 1.465 -0.298
S 12.567279 10.372932 9.240366 -0.797 -1.850 -2.066 2.240
O 11.528636 9.483289 8.695307 1.180 1.572 1.039 -0.938
O 12.340124 11.271298 10.303106 -0.636 0.531 1.236 -0.908
N 13.301307 11.080639 8.003207 -0.559 -0.037 0.304 -1.327
S 14.062818 12.461808 8.269260 2.649 0.088 0.002 2.254
O 13.330862 13.594016 7.811048 -0.452 0.397 -0.528 -0.953
O 14.810045 12.626422 9.484540 -0.501 -0.477 0.131 -0.917
C 15.427437 12.164750 6.989125 -3.594 -0.268 -0.175 0.736
F 16.114772 11.069668 7.159649 0.385 -0.919 0.207 -0.303
F 14.718178 12.098015 5.825853 0.365 -0.546 -0.423 -0.348
F 16.203946 13.164372 6.886117 1.842 2.104 0.179 -0.289
O 12.165284 8.743568 5.558267 0.824 -1.239 0.012 -0.630
C 13.162458 8.031622 5.597305 -1.388 1.697 0.002 0.808
O 13.140836 6.722982 5.783685 0.581 -0.968 -0.301 -0.472
C 14.519246 6.197242 5.729292 0.278 0.739 0.951 -0.083
C 15.420798 7.412070 6.068020 0.088 0.786 -1.080 -0.434
C 14.550726 8.538354 5.501377 0.242 0.360 -0.637 -0.529
H 14.730615 5.735219 4.747360 -0.324 0.141 0.620 0.197
H 14.633717 5.554418 6.599832 -0.365 -0.729 -0.599 0.207
H 16.355805 7.477185 5.483775 -0.192 -0.651 0.626 0.225
H 15.620711 7.463389 7.143866 -0.099 0.137 -0.351 0.226
H 14.802376 8.642434 4.422858 -0.282 0.050 0.496 0.235
H 14.506898 9.544826 5.909714 0.619 -0.117 0.304 0.260
O 9.458556 10.029320 6.067814 -0.045 -0.240 -0.045 -0.629
C 8.682980 9.419911 6.767825 1.587 1.030 -0.492 0.814
O 8.052211 8.330786 6.322504 -0.161 -0.051 0.304 -0.469
C 6.920879 8.123014 7.201907 1.774 -1.056 1.328 -0.073
C 7.425221 8.654112 8.566663 -0.173 -0.236 1.144 -0.434
C 8.291760 9.814852 8.169622 -0.855 0.636 -0.669 -0.530
H 6.642034 7.060909 7.195012 0.059 0.474 -0.127 0.209
H 6.195841 8.758316 6.794582 -1.690 0.652 -0.269 0.179
H 8.087872 8.011482 9.162048 -0.579 -0.669 -0.494 0.223
H 6.626562 8.999967 9.237273 0.002 -0.394 -0.283 0.217
H 9.169470 10.049274 8.815216 -0.823 -0.018 -0.669 0.280
H 7.562728 10.651604 8.020156 1.097 0.044 0.227 0.227
O 11.035430 13.419089 5.573128 0.358 -1.818 -1.834 -0.619
C 10.876283 14.085020 6.530594 -0.578 1.737 2.600 0.844
O 10.514412 13.576527 7.731234 -0.470 0.465 0.692 -0.505
C 10.324865 14.691048 8.695440 -0.273 0.326 -1.716 -0.063
C 11.224695 15.784856 8.124284 0.991 -0.758 0.390 -0.439
C 11.064651 15.591894 6.645691 -0.870 -1.365 -0.506 -0.524
H 10.362994 14.387305 9.714565 1.157 -0.678 0.594 0.217
H 9.304557 15.035425 8.637187 -0.702 -0.009 -0.560 0.169
H 12.268376 15.593692 8.371622 -0.071 -0.088 0.163 0.245
H 11.005973 16.766043 8.446317 -0.558 1.029 0.501 0.220
H 11.909288 15.737706 6.015915 0.738 0.842 -0.323 0.250
H 10.169847 16.050382 6.207380 0.190 0.134 0.099 0.232


Entry 3:
54
Properties=species:S:1:pos:R:3:forces:R:3:nbo_charge:R:1 method="wB97M-V/def2-TZVPD" energy_ha=-2584.470713 spin_multiplicity=1 total_charge=-2
Pd 0.617098 -0.086508 1.015061 0.707 -0.296 0.951 0.617
C -5.233773 1.360990 -1.355184 0.099 -0.057 0.009 -0.621
C -4.310638 0.576055 -0.450232 -0.066 0.064 -0.038 -0.042
C -4.589697 -0.745620 -0.100581 0.036 -0.046 0.026 -0.224
C -3.727145 -1.467568 0.711250 0.135 0.177 -0.055 -0.218
C -2.559658 -0.871968 1.189257 -0.170 0.078 -0.183 -0.233
C -2.290240 0.450061 0.872626 -0.295 -0.128 -0.234 -0.235
C -3.156174 1.163888 0.050087 0.065 0.103 -0.038 -0.205
S -1.451551 -1.868660 2.189830 -0.017 -0.271 0.405 2.300
O -0.762642 -2.753743 1.265791 -0.121 0.037 0.122 -0.987
O -2.392637 -2.518425 3.091350 0.047 -0.091 0.247 -1.019
N -0.410320 -0.929248 2.891292 -0.262 0.388 -0.357 -1.017
C -0.922108 0.143956 3.770559 0.313 -0.608 -0.214 -0.363
C -0.245718 1.513188 3.581796 0.300 0.423 0.045 0.760
O -0.537343 2.353422 4.464476 0.266 -0.376 -0.625 -0.762
O 0.520793 1.674262 2.579477 -0.271 0.079 0.407 -0.785
H -6.120863 0.779083 -1.615311 0.025 0.012 0.016 0.195
H -4.725408 1.637981 -2.284465 -0.031 -0.026 0.071 0.215
H -5.560383 2.288430 -0.878550 0.008 -0.029 -0.004 0.209
H -5.498365 -1.214820 -0.470879 0.058 0.020 0.000 0.186
H -3.937967 -2.494436 0.982299 -0.012 0.035 0.007 0.226
H -1.426627 0.965486 1.266861 0.152 0.165 0.129 0.233
H -2.909499 2.193107 -0.206232 -0.014 -0.124 0.039 0.229
H -0.762832 -0.107111 4.816854 -0.007 -0.162 0.121 0.199
H -1.993293 0.320663 3.659558 -0.155 -0.056 -0.068 0.197
O 3.022502 -0.733660 2.696243 0.330 -0.108 0.070 -0.664
B 2.352570 -0.858411 1.478061 -1.216 0.388 -0.251 1.038
O 3.135968 -1.570486 0.558905 0.323 -0.155 0.157 -0.651
C 4.301376 -1.847305 1.219089 -0.295 0.022 -0.413 0.226
C 5.420282 -2.488946 0.748826 0.225 -0.121 -0.008 -0.246
C 6.493509 -2.628427 1.639685 -0.138 0.074 0.015 -0.244
C 6.417366 -2.136372 2.939119 -0.128 0.026 -0.056 -0.240
C 5.267863 -1.478267 3.397853 0.268 -0.080 0.136 -0.280
C 4.231641 -1.345689 2.508594 -0.367 0.246 0.270 0.303
H 5.460920 -2.861200 -0.268787 0.003 0.030 0.097 0.217
H 7.399084 -3.121326 1.307841 -0.010 -0.015 0.004 0.196
H 7.260388 -2.260740 3.608627 -0.016 0.005 -0.019 0.197
H 5.191633 -1.087560 4.406660 0.005 -0.022 -0.109 0.220
O -0.993348 3.658856 -1.563448 -0.104 0.065 0.117 -0.643
C -0.416887 2.612819 -1.815572 0.292 -0.295 0.255 0.634
N 0.232471 1.788414 -0.939439 -0.315 0.211 -0.590 -0.914
S 0.842912 0.498493 -1.658310 -0.083 0.548 -0.677 2.247
O 0.126672 -0.728230 -1.305372 0.452 0.354 0.170 -0.941
O 2.282416 0.442999 -1.578658 0.057 -0.085 -0.024 -0.947
C 0.359678 0.933526 -3.320651 -0.047 -0.830 -0.242 -0.217
C 0.471544 0.221526 -4.505152 0.228 -0.064 0.168 -0.218
C -0.162969 0.730870 -5.628864 0.024 -0.037 -0.102 -0.225
C -0.896238 1.912350 -5.555771 -0.056 0.189 0.218 -0.227
C -1.002613 2.606238 -4.350527 -0.055 0.043 -0.350 -0.178
C -0.363994 2.090049 -3.241921 -0.103 0.204 0.332 -0.147
H 1.032641 -0.706936 -4.549975 -0.085 0.080 0.036 0.221
H -0.102077 0.193200 -6.570244 0.002 0.047 0.059 0.199
H -1.399009 2.282237 -6.441158 -0.004 0.024 -0.008 0.197
H -1.579311 3.519516 -4.252644 0.024 -0.057 -0.033 0.226